Computed, not measured: a gas-phase ion, N3O6S (charge -1), with wB97M-V/def2-TZVPD.

Last columns: bonded neighbours and bond lengths (Å).
CARTESIAN COORDINATES (ANGSTROEM)
1 N -1.0425 0.8557 -0.6732  N2 1.249, S10 1.768
2 N -1.6675 0.0083 -0.0011  N1 1.249, O4 1.287, O6 1.219
3 N 1.1251 -0.9560 -0.1474  O5 1.199, O7 1.200, S10 1.901
4 O -0.9598 -0.7714 0.7382  N2 1.287
5 O 0.9894 -1.5259 -1.1936  N3 1.199
6 O -2.8764 -0.1362 -0.0533  N2 1.219
7 O 1.8303 -1.2662 0.7727  N3 1.200
8 O 1.4293 1.6061 -0.8440  S10 1.447
9 O 0.5998 1.3334 1.3560  S10 1.396
10 S 0.5723 0.8522 0.0457  N1 1.768, N3 1.901, O8 1.447, O9 1.396

E_LUMO ... 3.7 eV
Charge ... -1
HOMO-LUMO gap ... 9.91 eV
Relative energy (zero: lowest compared OMol25 entry of this formula, charge and spin) ... 69.2 kcal per mole
SMILES ... O=[N+]([O-])N=[S@@](=O)([O-])[N+](=O)[O-]
Total energy ... -27585.0575 eV
Max |F| ... 4.7 eV/A